(1)
C13H38O6 | wB97M-V/def2-TZVPD

Properties
LUMO level: 0.017 Ha
2S+1: 1
HOMO: -9.934 eV
structure (SMILES): CC(C)O.CC(C)O.CC(C)O.CCO.CCO.O
Kohn-Sham gap: 10.4 eV
energy relative to the best compared isomer or geometry (same formula, charge and spin): 237.63 kJ/mol

The geometry in XYZ format:
```
57
Properties=species:S:1:pos:R:3:mulliken_charge:R:1
C 1.059 0.873 -0.541 -1.562
C -0.282 0.229 -0.411 0.978
C -1.217 0.625 -1.533 -1.244
O -0.191 -1.205 -0.372 -0.598
H 0.964 1.959 -0.525 0.449
H 1.458 0.760 -1.549 0.311
H 1.848 0.626 0.169 0.321
H -0.711 0.611 0.515 0.134
H -2.207 0.178 -1.445 0.341
H -0.941 0.354 -2.552 0.100
H -1.204 1.714 -1.560 0.423
H 0.226 -1.443 -1.203 0.265
C -0.670 0.117 3.473 -1.089
C -1.226 -1.023 4.412 0.284
C -2.560 -0.701 5.077 -1.419
O -1.308 -2.178 3.653 -0.462
H 0.162 -0.302 2.907 0.252
H -0.406 1.100 3.862 0.443
H -1.468 0.247 2.742 0.299
H -0.618 -1.223 5.294 0.357
H -2.653 -1.247 6.015 0.370
H -3.340 -1.232 4.531 0.341
H -2.845 0.340 5.222 0.312
H -0.559 -2.664 4.006 0.320
C 3.363 2.336 2.333 -1.183
C 3.680 2.797 3.782 0.585
C 2.549 3.370 4.641 -1.155
O 4.060 1.667 4.527 -0.561
H 2.975 3.113 1.674 0.398
H 2.699 1.474 2.274 0.017
H 4.207 1.956 1.757 0.439
H 4.573 3.409 3.658 0.289
H 2.657 4.364 5.075 0.273
H 2.022 2.739 5.357 0.308
H 1.769 3.363 3.880 0.306
H 3.501 0.900 4.387 0.302
C -3.452 -0.065 -5.121 -1.235
C -2.251 -0.511 -5.855 0.296
O -2.184 0.115 -7.098 -0.528
H -3.543 -0.569 -4.159 0.328
H -4.327 -0.294 -5.729 0.358
H -3.427 1.019 -5.016 0.306
H -2.153 -1.595 -5.924 0.282
H -1.376 -0.284 -5.246 -0.127
H -1.567 -0.473 -7.538 0.324
C 1.216 -1.535 -4.586 -1.069
C 1.584 -2.270 -3.287 -0.159
O 0.437 -2.585 -2.667 -0.456
H 0.766 -2.220 -5.303 0.303
H 2.202 -1.216 -4.924 0.395
H 0.700 -0.581 -4.484 0.237
H 2.090 -1.536 -2.660 0.174
H 2.162 -3.166 -3.512 0.391
H 0.185 -3.491 -2.861 0.260
O -2.522 -2.284 0.727 -0.685
H -1.865 -1.758 0.271 0.381
H -2.041 -2.704 1.439 0.278
```

(2)
C13H39IN7O6P3Si | wB97M-V/def2-TZVPD

Properties
LUMO level: -0.025 Ha
2S+1: 1
HOMO: -7.813 eV
Kohn-Sham gap: 7.1 eV
energy relative to the best compared isomer or geometry (same formula, charge and spin): 323.32 kJ/mol

The geometry in XYZ format:
```
70
Properties=species:S:1:pos:R:3:mulliken_charge:R:1
N -1.733 7.717 3.353 -0.382
C -1.841 6.602 3.479 0.515
O -1.795 5.279 3.512 -0.300
Si -0.218 4.797 2.948 0.279
I 1.087 3.671 4.699 -0.055
P -0.586 3.457 1.180 0.576
O -0.927 2.085 1.564 -0.376
O -1.802 4.209 0.326 -0.483
O 0.768 3.590 0.225 -0.446
H 0.449 6.044 2.519 -0.095
H -1.356 4.833 -0.274 0.345
H 1.073 4.512 0.348 0.334
O 0.080 -2.537 5.622 -0.817
P -0.257 -3.018 4.212 0.940
N -1.191 -1.633 3.801 0.063
C -2.503 -1.576 3.194 -0.970
C -0.456 -0.377 3.667 -0.995
N -1.233 -4.343 4.775 0.238
C -2.671 -4.251 4.908 -1.169
C -0.711 -5.017 5.966 -1.121
N -0.404 -3.641 2.587 0.098
C 0.271 -2.902 1.523 -1.222
C -1.067 -4.845 2.126 -0.911
H -2.577 -2.133 2.251 0.271
H -2.793 -0.549 2.959 0.363
H -3.278 -1.926 3.877 0.273
H 0.026 -0.296 2.687 0.292
H 0.322 -0.298 4.432 0.286
H -1.104 0.490 3.802 0.409
H -2.975 -3.471 5.619 0.306
H -3.094 -5.200 5.251 0.388
H -3.154 -4.072 3.945 0.331
H -0.954 -4.468 6.883 0.325
H 0.373 -5.125 5.912 0.366
H -1.132 -6.023 6.052 0.314
H -0.397 -2.164 1.063 0.332
H 0.635 -3.555 0.727 0.395
H 1.145 -2.375 1.911 0.321
H -2.122 -4.649 1.911 0.282
H -0.994 -5.666 2.835 0.278
H -0.617 -5.228 1.205 0.351
O -0.978 0.884 -4.824 -0.827
P 0.497 0.603 -4.550 0.956
N 0.636 1.768 -3.288 0.081
C 1.654 2.777 -3.103 -0.608
C -0.100 1.474 -2.060 -0.844
N 1.019 1.218 -6.091 0.227
C 1.482 2.577 -6.271 -1.150
C 0.128 0.891 -7.207 -1.118
N 2.124 0.041 -4.257 0.038
C 2.378 -0.646 -2.994 -1.157
C 3.283 0.105 -5.127 -0.918
H 2.677 2.378 -3.099 0.244
H 1.532 3.300 -2.152 0.085
H 1.582 3.564 -3.855 0.263
H 0.450 0.771 -1.422 0.382
H -1.074 1.033 -2.283 0.358
H -0.303 2.374 -1.478 0.080
H 0.711 3.318 -6.019 0.303
H 1.787 2.751 -7.308 0.387
H 2.382 2.776 -5.688 0.323
H -0.737 1.565 -7.248 0.327
H -0.243 -0.130 -7.127 0.366
H 0.661 0.968 -8.158 0.317
H 2.718 0.053 -2.220 0.273
H 3.138 -1.424 -3.087 0.411
H 1.475 -1.141 -2.632 0.355
H 3.819 1.049 -4.989 0.280
H 3.031 -0.013 -6.178 0.270
H 3.992 -0.702 -4.916 0.366
```

(3)
C13H39N2O9PS4 | wB97M-V/def2-TZVPD

Properties
LUMO level: 0.013 Ha
2S+1: 1
HOMO: -7.882 eV
Kohn-Sham gap: 8.2 eV

The geometry in XYZ format:
```
68
Properties=species:S:1:pos:R:3:mulliken_charge:R:1
N 1.655 -0.356 1.945 -0.711
P 0.862 0.395 0.528 0.940
C 1.335 -1.016 -0.586 -0.587
O 1.141 -2.266 0.051 -0.311
C 1.023 -3.293 -0.883 -0.209
O 1.244 -4.480 -0.198 -0.327
C 1.388 -5.572 -1.090 -0.296
C 1.035 -6.861 -0.394 -0.593
O 2.057 -7.272 0.520 -0.527
C -0.064 1.283 -0.926 -0.809
O -1.011 2.234 -0.426 -0.248
N -0.327 3.336 0.084 0.080
O -0.932 3.854 0.936 -0.272
H 1.278 0.090 2.778 0.295
H 2.637 -0.082 1.941 0.222
H 1.750 1.483 0.555 -0.063
H -0.324 0.487 1.296 -0.069
H 0.747 -0.989 -1.507 0.377
H 2.398 -0.899 -0.834 0.269
H 0.004 -3.296 -1.318 0.141
H 1.761 -3.173 -1.696 0.335
H 2.410 -5.612 -1.488 0.240
H 0.707 -5.452 -1.941 0.436
H 0.871 -7.624 -1.156 0.432
H 0.117 -6.714 0.174 0.158
H 2.464 -8.072 0.183 0.316
H 0.695 1.769 -1.549 0.329
H -0.626 0.610 -1.576 0.456
C -3.068 4.927 3.297 -0.838
S -1.583 5.222 4.258 0.562
O -0.997 3.893 4.576 -0.598
C -2.426 5.780 5.744 -0.980
H -2.759 4.525 2.336 0.233
H -3.694 4.205 3.822 0.309
H -3.598 5.870 3.155 0.347
H -3.101 4.998 6.089 0.302
H -2.974 6.697 5.526 0.356
H -1.667 5.976 6.498 0.330
C -3.939 -6.147 -2.931 -1.026
S -2.393 -5.427 -2.371 0.515
O -1.509 -6.556 -1.982 -0.589
C -3.029 -4.736 -0.841 -0.954
H -3.735 -6.674 -3.861 0.344
H -4.302 -6.847 -2.178 0.300
H -4.665 -5.354 -3.107 0.388
H -3.455 -5.537 -0.237 0.343
H -3.780 -3.979 -1.068 0.408
H -2.192 -4.281 -0.316 0.263
C 0.295 3.388 -5.506 -1.075
S 0.201 1.988 -4.385 0.745
O 1.581 1.464 -4.218 -0.628
C -0.639 0.888 -5.531 -1.031
H 0.836 4.180 -4.992 0.312
H 0.831 3.095 -6.409 0.337
H -0.714 3.726 -5.745 0.369
H -0.034 0.772 -6.431 0.348
H -1.619 1.298 -5.773 0.364
H -0.754 -0.074 -5.036 0.291
C 4.106 4.951 2.911 -0.967
S 3.801 3.193 3.107 0.371
O 3.203 2.728 1.825 -0.547
C 2.441 3.353 4.266 -0.730
H 4.898 5.066 2.175 0.322
H 3.195 5.434 2.559 0.284
H 4.425 5.370 3.866 0.383
H 1.646 3.948 3.816 0.114
H 2.804 3.814 5.185 0.444
H 2.066 2.354 4.480 0.273
```

(4)
C13H40BeN2O15S4 | wB97M-V/def2-TZVPD

Properties
LUMO level (alpha / beta): -0.109 / -0.174 Ha
2S+1: 2
HOMO (alpha / beta): -11.246 / -11.167 eV
expectation value of S²: 0.75
Kohn-Sham gap (alpha / beta): 8.3 / 6.4 eV
total charge: +1

The geometry in XYZ format:
```
75
Properties=species:S:1:pos:R:3:mulliken_charge:R:1
Be 4.272 -9.668 23.457 0.874
N 2.019 -12.640 25.226 -0.038
H 2.238 -12.013 24.465 -0.015
H 1.643 -13.530 24.930 0.361
H 1.423 -12.134 25.865 0.400
H 2.958 -12.729 25.588 0.445
N 1.234 -7.276 26.026 0.080
H 1.215 -7.788 25.155 -0.048
H 2.035 -6.661 26.023 0.412
H 1.463 -8.035 26.652 0.355
H 0.318 -6.854 26.078 0.375
C 1.466 -9.933 23.833 1.055
O 1.961 -8.815 23.805 -0.885
O 0.597 -10.177 24.620 -0.804
O 2.091 -10.790 23.218 -1.292
O 4.150 -6.984 23.143 -0.619
S 3.354 -5.807 23.473 1.158
O 3.069 -5.608 24.896 -0.830
O 4.043 -4.495 22.749 -0.186
C 5.061 -3.871 23.479 -0.170
C 6.147 -3.360 22.493 -1.228
C 1.814 -5.805 22.508 -0.727
H 5.571 -4.491 24.215 0.346
H 4.738 -3.016 24.072 0.297
H 5.638 -2.674 21.816 0.312
H 6.553 -4.126 21.832 0.318
H 6.933 -2.842 23.042 0.380
H 1.197 -4.996 22.898 0.416
H 1.332 -6.775 22.633 0.043
H 2.094 -5.668 21.464 0.385
O 0.832 -9.008 28.116 -0.841
S 0.025 -10.215 28.059 1.289
O 0.739 -11.406 27.539 -0.836
O -0.632 -10.516 29.558 -0.233
C 0.277 -10.520 30.652 -0.181
C -0.429 -10.050 31.888 -1.226
C -1.549 -9.941 27.126 -0.747
H 1.140 -9.883 30.461 0.340
H 0.688 -11.528 30.712 0.304
H 0.156 -10.343 32.761 0.351
H -1.460 -10.369 32.039 0.327
H -0.463 -8.963 31.814 0.299
H -2.041 -10.902 27.272 0.346
H -1.121 -9.753 26.141 0.230
H -2.171 -9.108 27.452 0.354
O 1.612 -6.446 18.895 -0.577
S 0.346 -7.105 19.017 1.023
O -0.875 -6.349 19.463 -0.637
O 0.006 -7.966 17.665 -0.209
C -0.319 -7.279 16.533 -0.165
C 0.153 -7.935 15.289 -1.249
C 0.555 -8.681 20.100 -0.396
H -0.055 -6.222 16.507 0.395
H -1.399 -7.302 16.389 0.251
H 1.206 -7.665 15.214 0.295
H -0.388 -7.730 14.365 0.366
H 0.036 -9.006 15.459 0.308
H 1.005 -8.488 21.073 -0.004
H 1.185 -9.357 19.523 0.179
H -0.462 -9.067 20.176 0.422
O -0.813 -15.058 21.138 -0.618
S 0.204 -14.919 22.166 1.160
O 0.792 -16.032 22.879 -0.594
O 1.378 -13.942 21.506 -0.331
C 1.111 -12.805 20.716 0.144
C 2.334 -12.602 19.883 -1.445
C -0.408 -13.633 23.177 -0.045
H 0.853 -11.888 21.247 0.053
H 0.182 -13.046 20.201 0.530
H 3.206 -12.221 20.415 0.258
H 2.221 -11.802 19.151 0.360
H 2.757 -13.504 19.441 0.391
H -1.045 -12.942 22.624 0.358
H 0.351 -12.936 23.534 -0.647
H -0.953 -14.063 24.017 0.478
```

(5)
C13H40F6O7P | wB97M-V/def2-TZVPD

Properties
LUMO level (alpha / beta): -0.005 / -0.265 Ha
2S+1: 2
HOMO (alpha / beta): -9.339 / -9.325 eV
expectation value of S²: 0.76
Kohn-Sham gap (alpha / beta): 9.2 / 2.1 eV

The geometry in XYZ format:
```
67
Properties=species:S:1:pos:R:3:mulliken_charge:R:1
P -21.764 2.847 8.039 1.260
F -20.952 3.414 9.347 -0.128
F -20.512 1.932 7.622 -0.258
F -22.336 1.654 8.964 -0.413
F -22.522 2.276 6.656 -0.415
F -23.048 3.659 8.582 -0.407
F -21.213 4.163 7.223 -0.295
C -16.424 4.638 8.915 -1.268
C -17.902 4.270 8.783 0.801
O -18.325 3.959 7.446 -0.517
H -16.160 5.356 9.692 0.361
H -16.070 4.971 7.940 0.334
H -15.910 3.713 9.176 0.328
H -18.454 5.133 9.156 -0.345
H -18.162 3.551 9.560 0.152
H -19.282 3.897 7.469 0.205
C -21.074 8.565 8.586 -1.381
C -20.678 7.156 8.809 0.361
O -21.847 6.503 9.256 -0.203
H -21.619 8.710 7.652 0.298
H -20.160 9.146 8.462 0.413
H -21.597 8.980 9.448 0.363
H -19.830 7.052 9.486 0.288
H -20.329 6.795 7.841 0.182
H -21.522 5.600 9.222 0.176
O -24.743 4.141 10.447 -0.661
H -24.252 3.702 11.142 0.346
H -24.301 3.881 9.639 0.505
O -17.739 0.785 6.966 -0.654
H -18.681 0.947 7.021 0.373
H -17.367 1.622 6.689 0.307
C -23.863 5.378 3.815 -1.602
C -23.149 5.861 4.984 1.195
C -21.694 6.234 4.746 -0.965
O -23.836 7.065 5.388 -0.597
H -24.877 5.097 4.099 0.352
H -23.387 4.569 3.260 0.373
H -23.896 6.082 2.983 0.415
H -23.163 5.163 5.820 -0.336
H -21.082 5.422 4.354 0.355
H -21.328 6.441 5.752 -0.038
H -21.512 7.148 4.179 0.423
H -23.825 7.675 4.647 0.380
C -24.585 -2.582 8.790 -1.452
C -23.628 -1.506 9.369 0.636
C -22.262 -1.499 8.608 -1.244
O -24.344 -0.317 9.148 -0.582
H -24.876 -2.508 7.742 0.341
H -25.538 -2.588 9.317 0.345
H -24.230 -3.611 8.836 0.386
H -23.574 -1.563 10.456 0.170
H -22.386 -1.457 7.526 0.349
H -21.658 -2.403 8.685 0.408
H -21.586 -0.692 8.890 0.256
H -23.667 0.351 9.017 0.429
C -21.505 1.604 13.883 -1.329
C -21.864 2.932 13.181 0.414
C -20.554 3.652 12.924 -1.361
O -22.382 2.637 11.893 -0.410
H -20.876 0.976 13.252 0.335
H -22.453 1.074 13.972 0.342
H -20.981 1.725 14.831 0.405
H -22.498 3.618 13.744 0.407
H -19.942 3.031 12.271 0.340
H -19.975 3.736 13.844 0.437
H -20.607 4.663 12.520 0.223
H -21.730 2.333 11.257 0.090
```

(6)
C13H40O13 | wB97M-V/def2-TZVPD

Properties
LUMO level: 0.015 Ha
2S+1: 1
HOMO: -9.765 eV
structure (SMILES): OCCO.OCCO.OCCO.OCCO.OCCO.OCCO.CO
Kohn-Sham gap: 10.2 eV
energy relative to the best compared isomer or geometry (same formula, charge and spin): 53.96 kJ/mol

The geometry in XYZ format:
```
66
Properties=species:S:1:pos:R:3:mulliken_charge:R:1
O 2.170 0.743 -1.058 -0.455
C 3.327 1.301 -1.709 -0.288
C 4.049 2.274 -0.800 -0.352
O 5.239 2.680 -1.449 -0.537
H 1.408 1.036 -1.566 0.137
H 3.952 0.466 -2.034 0.282
H 3.061 1.760 -2.666 0.308
H 4.291 1.748 0.132 0.266
H 3.348 3.066 -0.514 0.219
H 5.629 3.362 -0.894 0.328
O -2.475 -6.125 -1.838 -0.516
C -1.671 -5.050 -2.308 -0.342
C -2.519 -3.779 -2.312 0.041
O -2.825 -3.299 -1.019 -0.498
H -2.068 -6.950 -2.111 0.289
H -0.784 -4.958 -1.667 0.268
H -1.324 -5.217 -3.336 0.330
H -3.433 -4.104 -2.812 0.383
H -2.001 -3.014 -2.897 -0.211
H -1.996 -2.895 -0.711 0.208
O 1.502 0.504 -4.639 -0.510
C 0.494 -0.479 -4.494 -0.434
C -0.738 0.104 -3.852 -0.141
O -1.196 1.246 -4.667 -0.633
H 1.122 1.306 -5.010 0.342
H 0.312 -0.895 -5.491 0.359
H 0.813 -1.293 -3.837 0.267
H -0.582 0.594 -2.892 0.153
H -1.522 -0.656 -3.914 0.275
H -2.131 1.316 -4.450 0.332
O 2.167 1.295 1.733 -0.676
C 1.162 2.273 1.888 -0.299
C 0.772 2.484 3.351 0.425
O -0.542 3.003 3.345 -0.526
H 2.200 0.970 0.812 0.448
H 1.518 3.214 1.445 0.346
H 0.244 2.058 1.329 0.106
H 1.498 3.102 3.877 0.228
H 0.727 1.466 3.750 -0.302
H -0.995 2.804 4.167 0.297
O -4.748 1.863 -0.288 -0.546
C -3.580 1.419 0.350 -0.261
C -2.888 2.482 1.198 -0.050
O -1.884 3.115 0.434 -0.601
H -5.182 2.575 0.182 0.331
H -3.818 0.573 1.020 0.285
H -2.918 0.915 -0.356 0.012
H -2.530 2.060 2.143 0.148
H -3.654 3.174 1.581 0.426
H -1.507 3.819 0.976 0.286
O 0.631 -0.795 5.834 -0.531
C 1.786 -1.000 5.026 -0.343
C 1.462 -1.676 3.706 -0.738
O 0.695 -0.865 2.848 -0.330
H -0.132 -0.967 5.269 0.329
H 2.287 -0.036 4.890 0.239
H 2.492 -1.655 5.549 0.348
H 0.847 -2.541 3.975 0.396
H 2.371 -2.038 3.219 0.392
H 1.176 -0.127 2.428 0.251
C -0.597 -1.038 -0.085 -0.023
O -0.465 -2.386 0.398 -0.614
H -0.766 -0.950 -1.153 -0.133
H -1.395 -0.506 0.442 0.474
H 0.369 -0.613 0.205 0.070
H -0.256 -2.261 1.332 0.262
```